[1]
Density functional theory data (ωB97M-V with the def2-TZVPD basis set) for a cluster of 3 separate species, C37H71BrCl2N4O6PS3 in total in a non-equilibrium geometry.

Values from the calculation:
energy relative to the best compared isomer or geometry (same formula, charge and spin)	0.0	kcal per mole
charge	+1
orbital gap	8.24	eV
E_HOMO	-0.41334	Ha
lowest unoccupied orbital energy	-3.004	eV

XYZ file:
```
125
Properties=species:S:1:pos:R:3:forces:R:3
C -3.545126 0.039443 2.589374 -0.93 -0.24 1.97
C -3.175576 0.258429 1.491062 1.16 0.62 -1.63
C -2.696427 0.590009 0.152057 -0.52 -0.10 0.12
N -1.225304 0.602440 -0.037064 -0.39 -1.14 0.25
C -0.373336 0.367661 0.994489 0.40 0.05 0.03
N -0.456069 1.157437 2.062792 0.10 0.05 0.67
O -1.192880 2.330635 1.990320 -0.25 -0.16 -0.47
S 0.313321 0.987566 3.582796 0.50 0.31 0.08
C -0.236151 -0.538904 4.358114 -0.45 -0.23 0.10
C 0.836017 -0.950611 5.353677 0.22 -0.28 -0.05
O 0.611415 -1.054591 6.512644 -0.06 0.17 0.43
O 2.027144 -1.297915 4.793891 -0.19 0.17 -0.47
C 3.079472 -0.338369 4.962794 0.56 0.45 0.12
C 4.400856 -1.086643 5.049002 -0.61 -0.68 0.26
C 4.675242 -1.957610 3.831295 0.44 0.13 0.16
O 5.458691 -0.192567 5.390547 0.33 -0.22 -0.32
C 5.760558 0.771117 4.483272 -0.11 0.51 -0.10
O 5.072082 1.743378 4.335224 -0.21 -0.15 -0.10
C 7.046811 0.652759 3.696812 0.58 -0.22 0.34
S 8.127455 -0.740759 4.144951 -0.07 -0.13 0.10
N 0.581152 -0.581155 0.920006 0.23 0.74 -1.08
C 1.991739 -0.198916 1.227472 0.06 0.13 0.88
C 3.164346 -0.419895 0.290357 1.16 0.16 -0.06
C 4.302422 0.495078 0.807927 -0.83 0.12 0.06
C 0.170053 -1.745584 0.091217 -0.86 -0.32 -0.26
C 1.212868 -2.845102 0.124702 1.29 -0.09 0.20
C 1.639452 -3.286209 1.543479 -0.33 0.09 -0.20
C -1.125763 -2.289507 0.787718 0.13 -0.49 0.11
C -1.416098 -3.794205 0.739265 -0.55 -0.01 0.17
C -2.910534 -4.079370 0.972512 0.06 -0.77 -0.76
N -3.294020 -5.277351 0.192878 0.01 0.31 0.02
C -0.169527 -1.244337 -1.395805 -1.03 -0.14 -0.27
S -1.443296 -2.333994 -2.206278 0.09 -0.16 -0.16
P 1.332375 -1.472373 -2.565265 0.61 0.37 0.43
O 0.987901 -3.014884 -2.943239 0.24 -0.11 -0.16
Cl 0.862110 -0.515508 -4.329088 -0.20 -0.11 -0.07
C -0.698255 0.234868 -1.356105 0.55 0.13 -0.18
Br 0.862111 1.524864 -1.528497 0.15 -0.13 0.00
C -1.641458 0.644988 -2.479807 -0.25 1.10 0.07
C -1.945069 2.165930 -2.559624 -0.88 -0.60 -0.13
C -3.347832 2.373421 -3.131042 0.65 0.07 -0.44
Cl -3.354221 1.850785 -4.851024 -0.15 0.05 0.16
H -3.955226 -0.061310 3.572311 0.12 -0.15 -0.16
H -3.132887 1.537235 -0.159547 0.08 0.10 0.04
H -3.116823 -0.183310 -0.491141 0.12 0.07 -0.21
H -0.711263 2.895016 1.360242 0.04 0.14 0.12
H -0.335413 -1.375914 3.669423 0.01 0.12 -0.28
H -1.148407 -0.406107 4.929630 -0.16 0.06 -0.14
H 3.098391 0.360718 4.126060 -0.20 -0.05 -0.08
H 2.940240 0.240275 5.875261 -0.08 -0.05 0.11
H 4.318223 -1.767648 5.894845 0.08 0.15 0.20
H 5.108331 -1.396114 3.004236 -0.17 0.12 -0.16
H 5.400969 -2.720447 4.098855 0.06 -0.07 -0.04
H 3.756088 -2.448751 3.522864 -0.06 0.01 -0.06
H 7.600425 1.570791 3.876257 -0.07 0.15 -0.02
H 6.808932 0.647324 2.637217 -0.13 -0.09 -0.04
H 8.361607 -1.211853 2.917210 -0.06 0.10 -0.12
H 2.272323 -0.640712 2.185736 -0.11 -0.16 0.01
H 1.977295 0.868991 1.437961 -0.21 0.09 -0.18
H 3.572737 -1.428087 0.312532 -0.34 -0.19 0.12
H 3.023338 -0.158100 -0.746812 -0.48 -0.07 -0.20
H 5.272776 0.133984 0.487771 0.14 0.00 0.02
H 4.151026 1.509380 0.439172 0.12 0.07 -0.06
H 4.246223 0.565518 1.895392 0.33 -0.08 0.08
H 2.139088 -2.527337 -0.350910 -0.21 0.23 -0.26
H 0.905161 -3.686798 -0.486183 -0.41 -0.03 0.09
H 2.721294 -3.271679 1.644233 0.09 -0.01 -0.04
H 1.245585 -2.599045 2.288754 -0.04 -0.09 0.22
H 1.304057 -4.289840 1.780214 -0.07 -0.07 0.06
H -1.084319 -2.001855 1.836839 0.03 0.08 0.05
H -2.013122 -1.817055 0.392967 -0.03 0.33 -0.02
H -1.177486 -4.223920 -0.226693 0.24 0.05 -0.11
H -0.869966 -4.338428 1.503755 0.28 -0.01 -0.07
H -3.090663 -4.336295 2.012583 -0.18 0.37 0.18
H -3.524063 -3.227729 0.661504 0.02 0.28 0.31
H -4.305388 -5.336996 0.152364 -0.02 -0.20 0.17
H -3.007497 -5.152623 -0.772767 0.09 -0.02 -0.02
H -2.548472 -2.066888 -1.494793 0.14 0.24 0.14
H 1.712127 -3.381512 -3.468816 -0.07 -0.17 -0.02
H -1.236905 0.351677 -3.437469 0.07 -0.32 0.03
H -2.609301 0.163363 -2.388898 0.09 -0.42 0.05
H -1.271737 2.661875 -3.248699 0.38 0.18 0.30
H -1.942112 2.625445 -1.572069 0.32 0.22 0.02
H -3.594460 3.427629 -3.163120 -0.20 0.05 0.21
H -4.095879 1.790370 -2.604438 -0.21 0.07 0.02
C -2.716340 -1.473123 -5.778411 -0.14 0.01 -0.09
C -3.460019 -2.803085 -5.851767 0.11 0.06 0.09
C -2.526610 -4.011577 -5.919107 -0.05 -0.05 0.01
C -1.615933 -4.052543 -7.146865 0.05 0.05 0.01
C -2.344466 -4.026545 -8.489148 0.00 -0.11 -0.02
C -3.262529 -5.226274 -8.705824 0.00 0.11 -0.03
H -2.104010 -1.304473 -6.666284 0.02 0.00 0.01
H -3.405903 -0.631533 -5.693953 0.03 -0.17 -0.04
H -2.061916 -1.452378 -4.905204 0.07 0.01 -0.02
H -4.137957 -2.797109 -6.708550 -0.01 -0.04 0.00
H -4.092550 -2.904618 -4.964156 -0.04 -0.01 -0.02
H -3.126195 -4.925020 -5.877404 0.01 -0.01 -0.01
H -1.897024 -4.024775 -5.021626 -0.01 0.03 0.01
H -1.004147 -4.958716 -7.093128 -0.01 -0.01 -0.02
H -0.913174 -3.214464 -7.108440 -0.01 0.00 0.02
H -1.597567 -4.006085 -9.286453 0.00 0.03 -0.01
H -2.919868 -3.102270 -8.589882 0.02 0.02 0.02
H -2.700695 -6.160622 -8.649874 -0.01 -0.02 0.03
H -3.734125 -5.178419 -9.687523 -0.01 -0.03 0.00
H -4.060018 -5.265323 -7.962377 0.00 -0.02 0.01
C -1.800869 8.932085 2.882908 0.11 0.00 0.03
C -0.454397 8.517703 2.295318 -0.13 0.04 -0.02
C -0.554099 7.360653 1.302963 0.08 -0.02 -0.04
C -1.088508 6.056092 1.895116 -0.03 0.00 0.04
C -0.292054 5.509267 3.078566 0.17 -0.14 -0.09
C 1.159404 5.165300 2.734374 -0.20 -0.03 0.15
H -2.261811 8.123258 3.452154 -0.02 0.00 0.00
H -1.681045 9.778475 3.559048 -0.03 0.01 0.00
H -2.493971 9.230612 2.094177 -0.02 -0.02 0.00
H 0.235349 8.264189 3.104736 0.03 -0.01 -0.02
H -0.016172 9.374573 1.779297 0.04 0.00 0.01
H 0.431101 7.186249 0.860999 0.00 -0.02 0.00
H -1.204388 7.657871 0.474728 -0.01 0.01 0.01
H -1.108496 5.299921 1.096206 0.00 0.01 0.00
H -2.128768 6.191496 2.201701 0.00 0.00 -0.02
H -0.793687 4.609429 3.445581 0.00 0.02 0.06
H -0.299059 6.218517 3.908574 -0.07 0.04 -0.03
H 1.207380 4.421970 1.929336 0.05 0.04 -0.04
H 1.672237 4.750451 3.603022 0.03 -0.03 -0.03
H 1.719402 6.043153 2.413539 0.01 -0.01 -0.05
```
Positions in Å, forces in eV/Å.


[2]
Density functional theory data (ωB97M-V with the def2-TZVPD basis set) for a structure of composition C37H72AsN6PbSSi3.

Values from the calculation:
charge	+1
orbital gap	7.43	eV
E_HOMO	-0.36524	Ha
lowest unoccupied orbital energy	-2.513	eV

XYZ file:
```
121
Properties=species:S:1:pos:R:3:forces:R:3
Pb 0.266870 0.790697 0.010864 0.23 -0.09 -0.33
C 2.521536 0.453192 1.300292 0.21 -0.01 0.02
C 2.690020 -0.497580 0.243746 -0.05 -0.03 0.06
C 2.815763 0.259425 -0.965574 0.14 0.09 0.03
C 2.765483 1.642367 -0.594915 0.04 0.00 0.06
C 2.645696 1.771443 0.801392 0.11 -0.09 0.04
C 3.063029 2.960979 1.644030 -0.05 0.05 0.02
C 2.297321 3.044895 2.968025 -0.04 -0.05 -0.05
C 4.553458 2.749365 1.973803 0.00 -0.01 -0.05
C 2.930624 4.270561 0.865480 -0.04 0.01 0.04
C 3.140758 -0.145198 -2.406185 -0.15 -0.02 -0.03
C 4.518208 -0.824933 -2.476716 0.00 0.04 0.04
C 2.056264 -1.045207 -3.017926 0.01 0.00 0.00
C 3.225031 1.096477 -3.306061 0.03 -0.01 -0.02
C 2.972271 -1.952844 0.647862 -0.05 0.00 0.00
C 2.613102 -3.033453 -0.373140 0.04 0.02 0.01
C 2.192271 -2.297576 1.931312 0.05 0.07 -0.03
C 4.474163 -2.051546 0.970204 -0.01 -0.03 0.02
H 2.550661 0.211750 2.352133 -0.12 -0.05 -0.05
H 2.929248 2.471430 -1.265272 -0.08 -0.03 -0.03
H 2.392509 2.118344 3.539559 0.01 0.03 -0.01
H 1.237346 3.242456 2.810114 -0.01 0.00 -0.01
H 2.709047 3.850292 3.580013 -0.01 -0.01 0.00
H 4.699737 1.830046 2.544088 0.00 0.03 0.00
H 4.931214 3.585593 2.566471 0.00 0.00 -0.01
H 5.145296 2.677687 1.058917 0.00 0.00 0.01
H 1.919042 4.403055 0.482506 0.07 -0.02 0.05
H 3.625744 4.300402 0.023467 -0.01 -0.01 0.00
H 3.162839 5.115290 1.517475 0.02 0.00 -0.02
H 4.511024 -1.834094 -2.072930 0.02 0.02 0.02
H 5.257311 -0.245212 -1.919601 0.00 0.00 -0.04
H 4.848085 -0.886887 -3.516158 -0.01 -0.02 0.00
H 1.768135 -1.850723 -2.351188 0.02 0.02 -0.05
H 2.411390 -1.475751 -3.959544 -0.01 0.02 0.00
H 1.156455 -0.460899 -3.230149 -0.03 0.01 0.02
H 4.062544 1.742860 -3.035268 -0.03 0.00 0.00
H 2.301328 1.680191 -3.270020 -0.01 -0.01 0.01
H 3.375045 0.773118 -4.337930 0.01 0.01 0.00
H 1.549051 -3.009016 -0.600235 -0.01 -0.02 0.02
H 2.844500 -4.010902 0.056132 0.01 0.01 0.01
H 3.179341 -2.946157 -1.297115 -0.03 -0.01 0.00
H 1.142609 -2.006767 1.848062 0.02 -0.03 -0.01
H 2.614434 -1.812683 2.812796 -0.04 0.01 -0.03
H 2.231650 -3.373781 2.107709 0.01 0.00 0.01
H 5.089937 -1.865932 0.090380 -0.01 0.01 0.00
H 4.707925 -3.050932 1.345895 0.01 0.01 0.00
H 4.751783 -1.324996 1.736915 0.00 -0.01 -0.02
C 0.571558 4.150051 -3.930604 -0.10 0.00 0.08
C -0.204552 3.133808 -3.134325 0.19 0.10 -0.05
N -0.470293 3.250337 -1.891486 -0.11 0.09 0.09
N -0.134121 4.417185 -1.271074 0.09 -0.22 -0.29
C -0.457499 4.613747 0.026848 0.08 0.00 0.28
N -0.362843 5.887711 0.435919 -0.02 0.04 0.09
S -0.867944 3.401680 1.098700 -0.25 0.09 0.01
C -0.797485 1.945694 -3.811724 0.01 0.07 -0.01
C -0.914191 1.910918 -5.196006 0.00 0.01 -0.02
C -1.630965 0.878644 -5.782279 0.03 -0.03 -0.03
C -2.199315 -0.080788 -4.969418 -0.01 -0.01 0.10
C -1.989684 0.013967 -3.596797 0.00 -0.10 0.02
N -1.306592 0.994278 -3.025529 0.03 -0.05 0.10
H -0.063930 4.986848 -4.237531 0.02 -0.02 0.00
H 1.406991 4.544281 -3.349318 0.00 -0.01 0.04
H 0.996371 3.708577 -4.825762 0.01 -0.02 -0.03
H 0.194083 5.203415 -1.812526 -0.01 0.04 -0.11
H -0.164523 6.654601 -0.184237 -0.03 -0.01 -0.02
H -0.508656 6.081863 1.411483 0.01 0.00 -0.01
H -0.490157 2.686101 -5.816838 0.00 0.00 0.01
H -1.746432 0.836913 -6.857280 -0.03 0.02 0.01
H -2.804418 -0.878417 -5.375590 0.03 -0.06 -0.01
H -2.395169 -0.731908 -2.922784 0.01 -0.04 0.02
C -3.593625 -3.356420 0.218325 -0.03 0.10 -0.14
Si -2.720984 -2.867060 1.797943 0.04 -0.09 -0.05
C -1.109669 -3.798558 1.910933 0.15 0.03 -0.01
C -3.814450 -3.416241 3.210720 0.01 0.05 0.11
As -2.195838 -0.543673 1.797045 -0.31 -0.02 0.31
Si -4.343001 0.476047 1.629506 -0.12 0.03 -0.10
C -5.115513 -0.040801 0.007147 0.03 -0.08 -0.08
C -4.188621 2.335603 1.594728 0.19 0.06 0.03
C -5.535877 0.034635 3.000827 0.06 -0.10 0.11
Si -1.731787 -0.153880 4.097871 0.14 0.10 0.05
C 0.052415 -0.637932 4.384551 0.08 0.02 -0.08
C -2.751350 -1.047202 5.390776 -0.05 -0.10 -0.04
C -1.892399 1.684204 4.416667 -0.05 0.06 -0.11
H -3.524245 -4.444399 0.124538 -0.01 0.01 0.00
H -3.132127 -2.909206 -0.662811 -0.03 0.00 0.03
H -4.651871 -3.091777 0.238269 0.02 -0.06 0.02
H -1.314567 -4.872599 1.886568 0.00 0.00 0.02
H -0.571882 -3.580361 2.837061 -0.03 -0.02 -0.02
H -0.460232 -3.552864 1.068145 -0.05 -0.03 0.05
H -4.188495 -4.418333 2.982007 0.02 0.00 -0.01
H -4.674053 -2.765231 3.361991 -0.04 -0.01 0.00
H -3.265851 -3.470585 4.150871 -0.02 -0.02 -0.01
H -4.587469 0.406194 -0.838163 0.02 -0.01 0.00
H -6.152481 0.305790 -0.021515 0.02 0.02 -0.01
H -5.119040 -1.122284 -0.127633 -0.04 0.07 -0.02
H -3.742753 2.672046 0.656589 -0.01 0.01 0.03
H -3.580028 2.729930 2.409704 -0.06 0.02 -0.03
H -5.189328 2.768167 1.678073 0.00 -0.01 -0.02
H -5.880769 -0.997243 2.928700 -0.01 -0.01 0.02
H -6.410922 0.683491 2.906458 0.00 -0.01 -0.02
H -5.118786 0.186972 3.997033 -0.01 0.02 0.00
H 0.249109 -1.676475 4.110300 0.00 0.02 0.03
H 0.288920 -0.516442 5.445510 0.02 0.00 -0.02
H 0.732451 -0.003072 3.808612 -0.03 -0.03 0.02
H -2.304078 -2.012514 5.635566 -0.02 0.01 0.01
H -3.790795 -1.218876 5.119853 -0.02 0.03 0.00
H -2.735430 -0.434295 6.296833 0.02 -0.03 0.00
H -1.481269 2.287519 3.604489 0.01 0.01 0.05
H -1.343401 1.932458 5.329247 -0.03 -0.01 0.01
H -2.934587 1.978748 4.561381 0.02 0.01 0.00
C 0.818719 -4.649277 -3.489781 -0.01 0.07 0.00
N -0.492084 -4.121236 -3.124110 0.05 0.00 0.07
C -1.587278 -4.290140 -4.070417 0.01 0.05 0.05
C -0.585951 -3.226306 -2.156006 -0.16 -0.19 -0.02
N -0.682118 -2.494830 -1.262965 0.00 0.25 -0.13
H 0.726802 -5.714017 -3.701461 0.00 -0.01 0.00
H 1.509061 -4.513641 -2.660675 0.00 0.00 0.01
H 1.217980 -4.142252 -4.371379 0.01 0.01 -0.01
H -1.659053 -5.342295 -4.342821 0.00 -0.01 0.00
H -1.426287 -3.700796 -4.975868 0.01 0.02 -0.04
H -2.522427 -3.987065 -3.604828 0.01 0.00 0.01
```
Positions in Å, forces in eV/Å.


- Which of these has the lowest E_HOMO?
  C37H71BrCl2N4O6PS3